Computed, not measured: a structure of composition C38H51BIrN8O6S5 at a distorted geometry, with wB97M-V/def2-TZVPD.

Structure (ORCA input):
```
! RIJCOSX wB97M-V def2-TZVPD def2/J DEFGRID3
* xyz 0 2
Ir 0.347 0.925 -0.621
C -2.211 2.677 5.438
C -3.018 2.713 4.133
C -4.519 2.823 4.424
C -2.579 3.932 3.327
N -2.783 1.450 3.423
C -3.032 0.240 4.033
C -2.641 -0.740 3.197
N -2.153 -0.157 2.058
B -1.449 -0.883 0.913
N -2.448 -1.294 -0.164
C -3.327 -2.344 -0.069
C -3.974 -2.465 -1.245
N -3.510 -1.485 -2.089
C -2.603 -0.747 -1.397
S -1.949 0.717 -1.920
C -4.032 -1.253 -3.447
C -4.619 -2.564 -3.979
C -5.119 -0.179 -3.332
C -2.929 -0.819 -4.413
N -0.647 -2.059 1.463
C -0.677 -3.374 1.097
C 0.328 -4.010 1.738
N 1.001 -3.087 2.503
C 0.395 -1.885 2.320
S 0.719 -0.392 3.028
C 2.194 -3.483 3.256
C 3.175 -4.118 2.259
C 2.869 -2.312 3.961
C 1.769 -4.503 4.320
C -2.251 1.187 2.200
S -1.863 2.267 0.967
H -2.305 3.628 5.956
H -1.159 2.504 5.220
H -2.556 1.894 6.108
H -4.717 3.728 4.992
H -4.877 1.974 5.001
H -5.077 2.867 3.491
H -2.783 4.830 3.906
H -3.117 3.996 2.386
H -1.515 3.892 3.113
H -3.473 0.170 5.003
H -2.657 -1.802 3.324
H -0.609 -0.110 0.429
H -3.442 -2.911 0.832
H -4.718 -3.174 -1.533
H -5.493 -2.885 -3.418
H -3.867 -3.349 -3.957
H -4.932 -2.421 -5.009
H -5.892 -0.499 -2.635
H -5.579 0.005 -4.299
H -4.684 0.749 -2.971
H -2.049 -1.448 -4.301
H -2.629 0.210 -4.242
H -3.293 -0.898 -5.435
H -1.383 -3.766 0.394
H 0.595 -5.046 1.711
H 3.260 -3.503 1.367
H 2.852 -5.113 1.963
H 4.157 -4.204 2.714
H 3.153 -1.535 3.258
H 3.768 -2.670 4.460
H 2.213 -1.870 4.707
H 1.286 -5.371 3.878
H 1.078 -4.046 5.024
H 2.650 -4.840 4.860
N 4.118 -1.257 0.322
C 3.111 -0.744 -0.443
N 3.411 -0.349 -1.684
O 1.945 -0.738 -0.018
H 5.063 -0.984 0.102
H 3.923 -1.238 1.313
H 4.349 -0.313 -2.042
H 2.625 -0.002 -2.235
C 2.482 5.376 -0.144
C 2.616 4.598 -1.281
C 2.006 3.355 -1.352
C 1.264 2.853 -0.282
C 1.168 3.639 0.865
C 1.763 4.889 0.932
H 2.942 6.353 -0.098
H 3.196 4.956 -2.120
H 2.116 2.779 -2.263
H 0.620 3.280 1.724
H 1.656 5.485 1.830
C 5.528 1.352 5.482
O 4.396 1.295 4.639
C 4.576 0.992 3.361
S 6.048 0.616 2.679
S 3.212 0.982 2.374
H 5.141 1.498 6.487
H 6.175 2.188 5.196
H 6.112 0.428 5.423
O -0.005 -1.451 -3.416
C 0.546 -0.383 -3.643
O 1.013 0.432 -2.778
C 0.767 0.083 -5.071
C 0.957 1.437 -5.306
C 1.188 1.935 -6.584
C 1.229 1.019 -7.607
O 1.443 1.234 -8.944
C 1.479 -0.044 -9.537
O 1.144 -1.018 -8.574
C 1.042 -0.345 -7.378
C 0.801 -0.840 -6.122
H 0.923 2.114 -4.468
H 1.329 2.985 -6.779
H 2.495 -0.242 -9.924
H 0.765 -0.080 -10.373
H 0.655 -1.891 -5.940
*
```

Calculated values
HOMO level (alpha / beta), eV: -7.2 / -7.2
ΔE to the lowest compared entry with this formula, charge and spin, kJ/mol: 527.2
Energy, eV: -122131.584
Gap between HOMO and LUMO (alpha / beta), Ha: 0.2325 / 0.2009
F_max, eV Å⁻¹: 2.732



Computed, not measured: a structure of composition C38H51ClN4O6P3RuS at a distorted geometry, with wB97M-V/def2-TZVPD.

Structure (ORCA input):
```
! RIJCOSX wB97M-V def2-TZVPD def2/J DEFGRID3
* xyz 2 2
Ru 0.217 -0.475 1.108
N 3.928 0.909 3.134
C 2.767 0.725 2.490
S 2.299 -0.939 2.088
N 1.983 1.711 2.194
N 0.792 1.484 1.738
C 0.000 2.464 1.264
C -1.166 2.065 0.618
C -2.183 2.935 0.131
C -3.270 2.410 -0.504
C -3.405 1.011 -0.624
C -2.409 0.209 -0.120
N -1.318 0.704 0.450
H 4.595 0.157 3.177
H 4.264 1.848 3.269
H 0.294 3.497 1.390
H -2.065 3.997 0.280
H -4.049 3.049 -0.886
H -4.269 0.569 -1.091
H -2.483 -0.874 -0.155
C 0.357 -3.715 -5.015
C 0.610 -4.303 -3.636
C 2.058 -4.731 -3.424
O 0.183 -3.427 -2.566
P 0.280 -1.866 -2.365
O -0.207 -1.611 -0.986
C 1.966 -1.289 -2.749
P 2.223 0.349 -1.987
O 1.745 0.508 -0.596
O 1.520 1.312 -3.032
C 1.737 2.743 -2.915
C 1.868 3.296 -4.324
C 0.592 3.392 -2.152
O 3.778 0.649 -2.008
C 4.530 0.663 -3.250
C 5.361 -0.607 -3.353
C 5.413 1.902 -3.263
O -0.521 -1.113 -3.501
C -1.905 -0.707 -3.458
C -1.939 0.798 -3.678
C -2.683 -1.456 -4.532
H 0.623 -4.449 -5.771
H 0.946 -2.815 -5.179
H -0.694 -3.470 -5.132
H -0.036 -5.178 -3.493
H 2.758 -3.951 -3.717
H 2.263 -5.615 -4.024
H 2.218 -4.988 -2.379
H 2.077 -1.221 -3.830
H 2.705 -1.976 -2.338
H 2.668 2.897 -2.355
H 0.945 3.136 -4.875
H 2.679 2.810 -4.860
H 2.073 4.361 -4.272
H -0.309 3.415 -2.760
H 0.863 4.412 -1.892
H 0.396 2.834 -1.239
H 3.814 0.710 -4.079
H 6.033 -0.682 -2.503
H 5.955 -0.578 -4.262
H 4.734 -1.494 -3.383
H 6.102 1.881 -2.424
H 4.822 2.813 -3.206
H 5.986 1.921 -4.185
H -2.311 -0.954 -2.471
H -1.474 1.026 -4.634
H -1.386 1.306 -2.891
H -2.965 1.158 -3.685
H -2.196 -1.349 -5.498
H -3.685 -1.042 -4.603
H -2.764 -2.514 -4.291
Cl -0.664 -2.754 1.784
C -0.693 -2.906 3.517
C -0.536 -4.159 4.087
C -0.580 -4.292 5.467
C -0.758 -3.176 6.270
C -0.903 -1.925 5.697
C -0.893 -1.773 4.311
P -1.118 -0.137 3.537
C -0.905 1.066 4.886
C -1.983 1.604 5.592
C -1.750 2.542 6.583
C -0.456 2.935 6.889
C 0.618 2.378 6.212
C 0.396 1.453 5.208
C -2.870 -0.037 3.086
C -3.395 1.237 2.852
C -4.710 1.381 2.459
C -5.502 0.260 2.263
C -4.979 -1.005 2.476
C -3.670 -1.160 2.894
H -0.378 -5.026 3.465
H -0.471 -5.268 5.913
H -0.781 -3.284 7.343
H -1.035 -1.053 6.319
H -2.993 1.289 5.376
H -2.581 2.973 7.122
H -0.281 3.673 7.655
H 1.627 2.671 6.462
H 1.228 1.025 4.664
H -2.774 2.107 3.003
H -5.124 2.363 2.308
H -6.528 0.374 1.951
H -5.601 -1.874 2.331
H -3.285 -2.149 3.088
*
```

Calculated values
HOMO level (alpha / beta), eV: -12.8 / -12.8
Energy, eV: -112278.500
Gap between HOMO and LUMO (alpha / beta), Ha: 0.2314 / 0.2384
F_max, eV Å⁻¹: 4.407